No. 1
Computed, not measured: a molecular structure, C48H49Br2F9KNO2P2 at a distorted geometry, with wB97M-V/def2-TZVPD.

Output
Largest force on an atom (eV/Å): 2.99
DFT total energy (eV): -255606.6731
HOMO level (eV): -6.7060
Net charge: 0
LUMO level (eV): -0.146

Element x y z (Å)
K1 -0.292 -1.438 -0.940
Br1 -2.094 -3.844 -5.056
C1 -2.495 -4.444 -3.302
C2 -3.316 -5.551 -3.129
C3 -3.617 -5.988 -1.864
Br2 -4.734 -7.525 -1.679
C4 -3.131 -5.315 -0.727
C5 -3.413 -5.693 0.604
C6 -2.936 -4.941 1.640
C7 -2.169 -3.803 1.349
N1 -1.847 -3.434 0.130
C8 -2.302 -4.169 -0.915
C9 -1.916 -3.718 -2.243
O1 -1.130 -2.736 -2.412
H1 -3.714 -6.067 -3.991
H2 -4.011 -6.575 0.790
H3 -3.139 -5.208 2.668
H4 -1.807 -3.170 2.151
O2 0.804 0.389 -1.502
P1 0.053 1.599 -1.960
C10 0.382 1.876 -3.754
C11 0.430 0.575 -4.574
C12 -0.900 0.163 -5.204
C13 -1.564 1.323 -5.944
C14 -1.740 2.522 -5.015
C15 -0.386 2.986 -4.481
C16 0.734 3.024 -1.003
C17 0.307 4.470 -1.337
C18 1.394 5.223 -2.104
C19 2.667 5.364 -1.256
C20 2.912 4.119 -0.381
C21 2.268 2.881 -0.995
C22 -1.689 1.421 -1.369
C23 -2.476 0.302 -2.056
C24 -3.643 -0.136 -1.157
C25 -4.229 1.061 -0.384
C26 -4.041 2.354 -1.176
C27 -2.546 2.697 -1.324
H5 1.424 2.203 -3.646
H6 0.808 -0.238 -3.952
H7 1.156 0.731 -5.378
H8 -1.575 -0.221 -4.439
H9 -0.718 -0.664 -5.893
H10 -2.530 1.006 -6.342
H11 -0.943 1.620 -6.796
H12 -2.393 2.242 -4.184
H13 -2.221 3.348 -5.542
H14 -0.506 3.865 -3.844
H15 0.224 3.295 -5.336
H16 0.379 2.774 0.006
H17 0.123 5.008 -0.402
H18 -0.625 4.492 -1.898
H19 1.022 6.212 -2.374
H20 1.619 4.699 -3.036
H21 2.586 6.246 -0.618
H22 3.522 5.526 -1.915
H23 2.497 4.272 0.621
H24 3.985 3.957 -0.260
H25 2.544 1.987 -0.441
H26 2.652 2.750 -2.011
H27 -1.481 1.090 -0.338
H28 -1.845 -0.555 -2.285
H29 -2.871 0.677 -3.000
H30 -3.304 -0.904 -0.455
H31 -4.413 -0.591 -1.780
H32 -3.734 1.165 0.587
H33 -5.288 0.895 -0.183
H34 -4.555 3.181 -0.683
H35 -4.501 2.237 -2.160
H36 -2.230 3.323 -0.486
H37 -2.404 3.280 -2.237
F1 0.987 1.269 8.673
C28 0.917 2.131 7.641
F2 -0.122 2.951 7.872
F3 2.040 2.883 7.683
C29 0.805 1.418 6.325
C30 -0.200 1.734 5.431
C31 -0.233 1.101 4.192
C32 0.732 0.166 3.851
C33 1.731 -0.156 4.775
C34 1.771 0.466 6.005
P2 0.701 -0.655 2.193
C35 2.385 -0.176 1.610
C36 3.026 -0.871 0.584
C37 4.223 -0.418 0.060
C38 4.795 0.749 0.541
C39 4.154 1.481 1.527
C40 2.950 1.028 2.040
C41 6.088 1.220 -0.055
F4 7.077 0.325 0.138
F5 5.978 1.397 -1.390
F6 6.497 2.389 0.470
C42 0.823 -2.395 2.804
C43 -0.044 -2.743 3.848
C44 -0.123 -4.044 4.303
C45 0.654 -5.029 3.704
C46 1.501 -4.709 2.660
C47 1.579 -3.397 2.210
C48 0.534 -6.435 4.214
F7 1.378 -7.280 3.600
F8 0.791 -6.497 5.539
F9 -0.716 -6.914 4.039
H38 -0.950 2.466 5.696
H39 -1.021 1.341 3.488
H40 2.479 -0.897 4.523
H41 2.543 0.221 6.723
H42 2.579 -1.761 0.161
H43 4.705 -0.962 -0.744
H44 4.578 2.410 1.885
H45 2.449 1.635 2.780
H46 -0.670 -1.990 4.307
H47 -0.789 -4.300 5.117
H48 2.095 -5.482 2.193
H49 2.245 -3.175 1.387

Löwdin population analysis, charges in e, atoms 1 to 6: 0.771 0.743 -0.603 -0.186 -0.635 0.729

No. 2
Computed, not measured: 12 unconnected molecules or ions with the total composition H25O12 at a distorted geometry, with wB97M-V/def2-TZVPD.

Output
Largest force on an atom (eV/Å): 10.45
DFT total energy (eV): -24966.7064
Relative energy (zero: lowest compared OMol25 entry of this formula, charge and spin) (eV): 4.325
HOMO level (eV): -14.0025
Net charge: +1
LUMO level (eV): -2.870

Element x y z (Å)
O1 -0.530 0.281 -0.199
H1 -0.677 -0.771 -0.095
H2 -0.697 0.528 -1.286
H3 0.138 0.745 0.279
O2 0.356 -1.569 1.573
H4 0.256 -2.444 1.855
H5 0.867 -1.168 2.196
O3 -2.238 -1.396 -2.596
H6 -2.727 -2.046 -2.993
H7 -1.993 -1.778 -1.827
O4 -2.091 -2.052 -0.005
H8 -2.915 -2.181 0.347
H9 -1.629 -2.923 0.069
O5 2.360 -0.150 2.690
H10 3.074 -0.885 2.675
H11 2.554 0.233 1.837
O6 1.617 -2.130 -0.883
H12 1.649 -1.848 0.046
H13 1.918 -1.468 -1.480
O7 0.274 2.459 1.373
H14 1.045 2.657 2.004
H15 -0.523 2.927 1.911
O8 2.301 0.870 -0.108
H16 3.182 0.548 -0.148
H17 2.049 1.351 -0.975
O9 -3.133 1.746 -0.430
H18 -3.217 2.777 -0.836
H19 -2.959 1.630 0.414
O10 -0.941 1.458 -2.540
H20 -0.929 1.906 -3.442
H21 -1.560 2.065 -2.213
O11 1.961 -0.028 -2.484
H22 1.413 -0.587 -2.933
H23 2.812 -0.380 -2.697
O12 -0.667 0.745 3.697
H24 -0.008 0.871 3.091
H25 -0.391 0.008 4.115

Löwdin population analysis, charges in e, atoms 1 to 6: 0.113 0.153 0.170 0.037 0.008 0.056

No. 3
Computed, not measured: a molecular structure, C28H38FN8O4RuSSi, with wB97M-V/def2-TZVPD.

Output
Largest force on an atom (eV/Å): 0.71
DFT total energy (eV): -73776.2438
2S+1: 6
Relative energy (zero: lowest compared OMol25 entry of this formula, charge and spin) (eV): 0.000
HOMO level (alpha / beta) (eV): -7.2109 / -7.7087
Net charge: 0
LUMO level (alpha / beta) (eV): 0.392 / -1.088

Element x y z (Å)
Ru1 0.263 0.110 -0.461
C1 4.230 -0.778 0.050
C2 3.807 0.574 -0.459
C3 4.722 1.603 -0.568
C4 4.278 2.845 -1.020
C5 2.960 3.036 -1.364
C6 2.071 1.948 -1.273
N1 2.521 0.748 -0.809
N2 0.738 1.958 -1.532
Si1 -0.106 2.908 -2.703
C7 0.398 2.381 -4.416
C8 -1.934 2.616 -2.472
C9 0.186 4.746 -2.517
H1 4.632 -0.703 1.063
H2 5.018 -1.185 -0.587
H3 3.391 -1.466 0.043
H4 5.755 1.438 -0.293
H5 4.974 3.675 -1.085
H6 2.591 4.001 -1.683
H7 0.214 1.308 -4.532
H8 1.462 2.567 -4.592
H9 -0.172 2.915 -5.186
H10 -2.172 1.572 -2.693
H11 -2.504 3.253 -3.156
H12 -2.251 2.844 -1.448
H13 1.151 5.062 -2.928
H14 0.144 5.051 -1.466
H15 -0.596 5.292 -3.057
F1 -6.064 1.970 0.659
C10 -5.666 0.717 0.425
C11 -5.020 0.395 -0.690
N3 -4.599 -0.893 -0.967
C12 -3.581 -1.073 -1.992
C13 -2.207 -0.731 -1.439
O1 -1.247 -0.624 -2.235
O2 -2.109 -0.552 -0.199
C14 -4.754 -1.900 -0.040
O3 -4.294 -3.020 -0.180
N4 -5.473 -1.540 1.081
C15 -5.932 -0.273 1.455
O4 -6.467 -0.081 2.521
H16 -4.784 1.149 -1.431
H17 -3.803 -0.422 -2.836
H18 -3.586 -2.103 -2.331
H19 -5.606 -2.274 1.760
C16 1.625 0.167 4.810
N5 2.219 -0.012 3.498
C17 2.821 1.211 2.985
C18 1.333 -0.690 2.562
C19 0.000 0.009 2.323
C20 -1.111 -0.337 3.100
C21 -2.272 0.422 3.056
C22 -2.341 1.547 2.241
C23 -1.272 1.864 1.415
C24 -0.101 1.105 1.455
H20 2.397 0.481 5.515
H21 1.217 -0.785 5.158
H22 0.814 0.912 4.834
H23 3.360 1.703 3.796
H24 2.096 1.925 2.580
H25 3.536 0.978 2.194
H26 1.135 -1.690 2.962
H27 1.884 -0.816 1.629
H28 -1.051 -1.194 3.765
H29 -3.123 0.146 3.669
H30 -3.247 2.144 2.216
H31 -1.348 2.699 0.725
C25 3.674 -5.190 -0.797
C26 2.626 -4.654 -1.780
C27 1.519 -3.929 -1.079
N6 1.492 -2.662 -0.892
N7 0.393 -2.228 -0.170
C28 -0.412 -3.205 0.171
N8 -1.548 -3.050 0.885
S1 0.161 -4.750 -0.355
H32 4.465 -5.718 -1.331
H33 3.225 -5.885 -0.083
H34 4.124 -4.370 -0.235
H35 2.210 -5.472 -2.370
H36 3.082 -3.946 -2.471
H37 -1.875 -2.086 0.897
H38 -2.290 -3.709 0.706

Löwdin population analysis, charges in e, atoms 1 to 6: 1.558 -0.043 -0.348 -0.060 -0.064 -0.022

No. 4
Computed, not measured: 2 unconnected molecules or ions with the total composition C3H4O2S2 at a distorted geometry, with wB97M-V/def2-TZVPD.

Output
Largest force on an atom (eV/Å): 5.27
DFT total energy (eV): -28938.1380
Relative energy (zero: lowest compared OMol25 entry of this formula, charge and spin) (eV): 2.915
HOMO level (eV): -9.6888
Net charge: 0
LUMO level (eV): -2.287

Element x y z (Å)
C1 1.406 0.515 0.247
C2 0.119 -0.286 -0.008
C3 -1.182 0.312 -0.174
H1 1.985 -1.456 0.124
H2 1.293 1.227 1.123
H3 1.314 1.328 -0.572
H4 -3.441 -0.001 -0.234
O1 2.503 -0.250 -0.006
O2 -1.562 1.459 -0.422
S1 0.104 -1.943 -0.279
S2 -2.539 -0.906 0.202

Löwdin population analysis, charges in e, atoms 1 to 6: -0.363 -0.614 -0.755 0.145 0.152 0.161

No. 5
Computed, not measured: a molecular structure, C2FOZn at a distorted geometry, with wB97M-V/def2-TZVPD.

Output
Largest force on an atom (eV/Å): 4.37
DFT total energy (eV): -55250.2243
2S+1: 2
HOMO level (alpha / beta) (eV): -8.6351 / -8.6545
Net charge: 0
LUMO level (alpha / beta) (eV): -0.565 / -2.512

Element x y z (Å)
C1 -1.497 -0.601 -0.715
C2 -0.421 0.127 -0.303
O1 0.367 -0.520 0.472
F1 -0.662 1.423 0.031
Zn1 2.213 -0.430 0.515

How is the electron density shared among the atoms? According to Löwdin, the charges in e are: 0.289 -0.738 -0.356 0.023 0.782

No. 6
Computed, not measured: 4 unconnected molecules or ions with the total composition C12H26F6NO6 at a distorted geometry, with wB97M-V/def2-TZVPD.

Output
Largest force on an atom (eV/Å): 3.58
DFT total energy (eV): -42938.9537
2S+1: 2
HOMO level (alpha / beta) (eV): -7.4303 / -7.4032
Net charge: 0
LUMO level (alpha / beta) (eV): 0.012 / -3.651

Element x y z (Å)
O1 -0.181 -1.071 -1.092
H1 0.098 -1.251 -0.192
H2 -1.137 -1.146 -1.133
H3 -0.001 -0.156 -1.319
C1 1.912 1.865 -1.538
O2 2.048 3.124 -0.994
O3 0.566 1.548 -1.445
C2 2.852 1.429 -2.823
F1 4.193 1.509 -2.630
F2 2.424 0.242 -3.319
F3 2.573 2.244 -3.865
C3 2.942 3.347 0.058
C4 3.504 4.752 -0.186
H4 3.675 4.796 -1.262
H5 2.784 5.534 0.054
H6 4.409 5.040 0.348
H7 3.828 2.718 0.146
H8 2.425 3.349 1.018
H9 2.358 1.173 -0.823
C5 -4.246 -0.766 -1.023
O4 -4.850 -0.339 -2.299
O5 -2.872 -0.451 -1.172
C6 -5.163 -0.142 0.095
F4 -4.986 1.157 0.200
F5 -6.464 -0.295 -0.195
F6 -4.997 -0.686 1.333
C7 -5.221 -1.429 -3.130
C8 -5.536 -0.872 -4.525
H10 -6.173 -1.554 -5.088
H11 -6.103 0.038 -4.330
H12 -4.732 -0.534 -5.179
H13 -6.085 -1.849 -2.615
H14 -4.520 -2.249 -3.287
H15 -4.411 -1.812 -0.763
C9 2.704 -0.464 1.690
C10 1.848 -1.722 1.931
C11 1.676 -2.114 3.380
O6 2.953 -2.078 4.035
C12 2.926 -2.147 5.423
N1 0.429 -1.609 1.476
H16 2.245 0.450 2.066
H17 2.940 -0.194 0.661
H18 3.683 -0.551 2.161
H19 2.498 -2.442 1.434
H20 1.214 -3.100 3.433
H21 1.033 -1.431 3.934
H22 2.246 -1.472 5.943
H23 3.833 -1.755 5.884
H24 2.796 -3.163 5.795
H25 -0.041 -0.927 2.055
H26 0.104 -2.545 1.672

Löwdin population analysis, charges in e, atoms 1 to 6: 0.256 0.050 0.074 0.079 -0.306 -0.050

Question: Which formula does entry 4 have?
Answer: C3H4O2S2